(1)
Density functional theory data (wB97M-V/def2-TZVPD) for an isolated molecule of C4H9NO2.

Structure (ORCA input):
```
! wB97M-V def2-TZVPD RIJCOSX def2/J DEFGRID3
* xyz 0 1
O 1.54 -0.10 -1.18
O 0.95 -0.68 0.91
N -0.65 -0.34 -0.72
C -1.70 -0.61 0.27
C 0.65 -0.39 -0.22
C -2.06 0.79 0.95
C 2.89 -0.02 -0.74
H -2.23 0.67 2.05
H -0.83 0.45 -1.26
H -2.60 -0.84 -0.30
H -1.12 1.41 0.94
H 3.24 -0.97 -0.34
H 3.47 0.25 -1.63
H -1.47 -1.53 0.83
H 3.00 0.75 0.02
H -3.07 1.16 0.43
*
```

Properties
Electronic energy, eV: -9878.7704
HOMO, eV: -9.654

---

(2)
Density functional theory data (wB97M-V/def2-TZVPD) for an isolated molecule of C16H23NO4S.

Structure (ORCA input):
```
! wB97M-V def2-TZVPD RIJCOSX def2/J DEFGRID3
* xyz 0 1
S -0.77 1.93 0.78
O 3.32 -0.12 3.04
O 5.08 1.30 1.30
O -1.09 3.22 0.23
O -1.43 1.50 1.99
N -0.99 0.82 -0.43
C 1.48 0.91 1.95
C -1.88 -1.97 -2.61
C 4.69 0.05 3.33
C 0.99 1.80 1.01
C -2.79 -0.89 -0.53
C 3.72 1.46 1.25
C 2.85 0.75 2.09
C -4.31 -1.40 -2.50
C -0.34 -1.52 -0.69
C 5.49 0.17 2.03
C 1.84 2.54 0.21
C -0.46 -1.57 -2.21
C 3.20 2.37 0.33
C -3.78 0.12 0.07
C -2.91 -0.98 -2.06
C -1.36 -0.54 -0.10
H 0.81 0.37 2.58
H -3.51 0.32 1.11
H -4.34 -1.54 -3.58
H 4.83 0.97 3.92
H 0.26 -2.30 -2.61
H 6.55 0.29 2.23
H -2.70 0.01 -2.49
H -0.52 -2.51 -0.27
H 4.99 -0.82 3.91
H 1.41 3.24 -0.49
H -0.22 -0.59 -2.62
H -2.10 -2.96 -2.22
H -3.01 -1.88 -0.12
H 0.66 -1.20 -0.40
H -1.44 1.22 -1.24
H -3.75 1.06 -0.47
H 5.32 -0.74 1.43
H -4.59 -2.34 -2.02
H -4.79 -0.26 0.05
H 3.90 2.92 -0.28
H -5.05 -0.64 -2.23
H -1.95 -2.01 -3.69
H -1.31 -0.58 0.99
*
```

Properties
Electronic energy, eV: -37480.4545
HOMO, eV: -8.676

---

(3)
Density functional theory data (wB97M-V/def2-TZVPD) for a structure of composition C36H34BrCl3N6NbO4PS.

Structure (ORCA input):
```
! wB97M-V def2-TZVPD RIJCOSX def2/J DEFGRID3
* xyz 1 2
Nb -1.01 -1.43 -0.07
Br 1.37 -0.46 0.85
Cl -4.18 3.06 -4.78
Cl -1.01 -1.32 -4.84
Cl -0.95 1.98 -0.68
S 4.30 -1.32 -4.58
P -1.91 -0.16 1.88
O -2.76 -2.30 -0.86
O -0.82 -0.67 -1.78
O -2.12 -3.36 0.95
O 3.07 2.50 0.68
N -3.80 1.35 3.21
N -1.47 1.72 3.86
N 3.44 -0.25 -2.33
N 3.86 -2.49 -2.11
N 2.93 3.68 1.18
N -2.64 -0.42 4.55
C 3.03 0.89 -5.70
C 2.63 6.18 2.36
C -2.50 2.46 -2.82
C 0.17 -2.93 -0.86
C 3.42 0.17 -4.60
C 0.28 -3.59 -2.05
C -4.25 -3.97 -0.06
C 2.31 4.68 0.51
C -0.85 1.17 2.70
C 0.92 -3.32 0.28
C 0.91 -4.83 -2.09
C -2.18 -1.21 3.40
C 1.54 -5.37 -0.96
C 2.30 -4.94 1.43
C -2.98 -3.20 0.02
C -1.51 0.20 -2.55
C 3.14 0.62 -3.27
C -1.67 0.69 4.88
C 3.44 3.93 2.38
C 1.11 -2.43 1.41
C 2.22 5.93 1.05
C 3.15 5.12 3.07
C 2.61 1.89 -3.05
C 3.86 -1.36 -2.83
C -3.96 0.32 4.23
C 1.74 -2.87 2.54
C -3.60 0.75 1.90
C -2.78 2.37 3.57
C 2.32 -4.17 2.53
C -1.74 1.51 -2.10
C 2.27 2.63 -4.17
C 1.54 -4.62 0.26
C -2.99 2.04 -4.03
C -2.56 0.83 -4.60
C 2.44 2.14 -5.49
C -1.75 -0.07 -3.90
H 3.18 0.52 -6.76
H -2.79 0.60 -5.64
H -3.08 2.86 4.50
H -0.67 0.26 4.99
H 1.80 3.59 -3.99
H -4.61 -3.91 -1.11
H 2.77 -4.54 3.45
H -5.01 -3.41 0.55
H 2.12 2.78 -6.34
H -3.57 1.44 1.05
H -4.43 0.06 1.68
H 3.96 -3.41 -2.51
H 2.54 2.17 -2.00
H -4.67 -0.48 3.93
H -0.08 -3.12 -2.99
H -4.12 -5.01 0.28
H 2.91 -5.85 1.43
H -2.87 -2.01 3.26
H -2.67 3.13 2.79
H 2.55 7.21 2.75
H 1.65 -2.23 3.38
H 1.84 6.72 0.38
H 3.93 3.12 2.86
H -1.17 -1.70 3.60
H 0.11 0.70 2.95
H -2.01 1.06 5.84
H -4.33 0.71 5.18
H 3.35 5.20 4.13
H -0.67 1.93 1.92
H 0.97 -5.31 -3.07
H 2.07 -6.32 -1.02
H 1.91 4.47 -0.47
H 3.56 -2.40 -1.13
H -2.80 3.40 -2.40
*
```

Properties
Electronic energy, eV: -184290.1765
HOMO (spin up / spin down), eV: -9.379 / -9.378

---

(4)
Density functional theory data (wB97M-V/def2-TZVPD) for an isolated molecule of C5H8S.

Structure (ORCA input):
```
! wB97M-V def2-TZVPD RIJCOSX def2/J DEFGRID3
* xyz 0 1
S 0.91 1.89 0.02
C -1.43 0.19 0.43
C 2.05 -0.75 -0.18
C 1.07 0.18 0.50
C -2.59 0.27 -0.18
C -0.11 0.36 -0.23
H 1.42 -1.62 -0.50
H 2.89 -1.16 0.44
H 2.49 -0.34 -1.14
H -2.65 0.65 -1.26
H -3.47 0.16 0.44
H -0.30 0.31 -1.32
H -1.41 -0.18 1.42
H 1.12 0.06 1.56
*
```

Properties
Electronic energy, eV: -16148.0100
HOMO, eV: -8.711

---

> Number 1 is which compound?

C4H9NO2